Entry 1:
{
  "formula": "C10H10O",
  "method": "wB97M-V/def2-TZVPD",
  "elements": ["C", "C", "C", "O", "C", "C", "C", "C", "C", "C", "C", "H", "H", "H", "H", "H", "H", "H", "H", "H", "H"],
  "positions_angstrom": [[-1.713598, 0.202447, -1.754317], [-1.150975, 1.306958, -0.878294], [-1.406069, 2.686206, -1.303552], [-1.840444, 3.545543, -0.540991], [-0.670461, 1.165155, 0.243313], [0.175200, -0.073091, 0.641989], [0.728715, -1.027322, -0.294714], [1.671025, -1.889014, 0.064467], [1.951386, -2.094666, 1.440981], [1.424477, -1.204815, 2.355674], [0.608420, -0.143106, 1.947203], [-0.825735, -0.183849, -2.360740], [-2.263382, 0.647333, -2.671312], [-2.424301, -0.583299, -1.248956], [-1.463061, 2.704269, -2.403514], [-0.349884, 2.035662, 0.877559], [0.553174, -0.779663, -1.298981], [2.179466, -2.613781, -0.738903], [2.700944, -2.836805, 1.753935], [1.899458, -1.263065, 3.364177], [0.215643, 0.398901, 2.804979]],
  "forces_ev_per_a": [[0.1, -0.1, -2.6], [-4.4, 0.6, -5.9], [-2.9, 0.4, 0.9], [1.4, -0.6, -1.6], [6.6, -2.2, 7.6], [-0.8, 0.3, 0.1], [-1.4, 3.6, 0.8], [2.2, -4.2, -0.1], [0.6, 0.3, -0.7], [1.7, -0.4, 0.4], [-0.4, -1.4, 1.2], [-1.4, -0.5, 1.0], [0.2, -0.4, 1.7], [1.9, 1.5, -0.9], [0.3, 1.1, -0.3], [-0.7, -0.7, -0.7], [-0.2, -0.3, -1.2], [-1.2, 1.8, 1.9], [-0.5, 0.3, -0.2], [-1.1, 0.2, -0.6], [-0.1, 0.8, -0.7]],
  "nbo_charge": [-0.659, -0.157, 0.422, -0.510, -0.111, -0.046, -0.223, -0.195, -0.212, -0.208, -0.210, 0.223, 0.221, 0.257, 0.109, 0.225, 0.206, 0.217, 0.216, 0.215, 0.219],
  "homo_energy_ev": -8.8460,
  "total_charge": 0,
  "lumo_energy_ev": 0.14,
  "homo_lumo_gap_ha": 0.3303,
  "smiles": "C/C(C=O)=C\\c1ccccc1"
}

---

Entry 2:
{
  "formula": "C44H117N9O13",
  "method": "wB97M-V/def2-TZVPD",
  "elements": ["C", "O", "C", "C", "C", "N", "H", "H", "H", "H", "H", "H", "H", "H", "H", "H", "H", "C", "O", "C", "C", "C", "N", "H", "H", "H", "H", "H", "H", "H", "H", "H", "H", "H", "C", "O", "C", "C", "C", "N", "H", "H", "H", "H", "H", "H", "H", "H", "H", "H", "H", "C", "O", "C", "C", "C", "N", "H", "H", "H", "H", "H", "H", "H", "H", "H", "H", "H", "C", "O", "C", "C", "C", "N", "H", "H", "H", "H", "H", "H", "H", "H", "H", "H", "H", "C", "O", "C", "C", "C", "N", "H", "H", "H", "H", "H", "H", "H", "H", "H", "H", "H", "C", "O", "C", "C", "N", "C", "C", "O", "C", "H", "H", "H", "H", "H", "H", "H", "H", "H", "H", "H", "H", "H", "H", "H", "C", "O", "C", "C", "N", "C", "C", "O", "C", "H", "H", "H", "H", "H", "H", "H", "H", "H", "H", "H", "H", "H", "H", "H", "C", "O", "C", "C", "N", "C", "C", "O", "C", "H", "H", "H", "H", "H", "H", "H", "H", "H", "H", "H", "H", "H", "H", "H", "C", "C", "O", "H", "H", "H", "H", "H", "H"],
  "positions_angstrom": [[-10.501557, 26.177875, -15.320201], [-9.414756, 25.429928, -14.882895], [-9.723771, 24.296730, -14.046295], [-8.457732, 23.523932, -13.749144], [-8.855112, 22.379114, -12.810773], [-7.395058, 24.369501, -13.170844], [-10.907136, 26.770187, -14.479190], [-11.329688, 25.533648, -15.632825], [-10.228324, 26.965734, -16.019207], [-10.162477, 24.816769, -13.185863], [-10.475693, 23.688103, -14.558696], [-8.133716, 23.110355, -14.706108], [-9.513169, 22.798728, -12.042757], [-8.038482, 21.901878, -12.265906], [-9.355109, 21.551157, -13.316949], [-7.333494, 25.011184, -13.964656], [-7.684004, 24.938574, -12.386979], [-6.900535, 26.641848, -7.644151], [-7.798367, 26.273090, -6.609648], [-8.755966, 27.289470, -6.350648], [-9.251982, 27.080066, -4.910154], [-10.260311, 28.152676, -4.496558], [-8.139705, 26.985155, -3.940320], [-7.454233, 27.061576, -8.489608], [-6.236312, 25.860162, -8.002089], [-6.297023, 27.467096, -7.245813], [-8.132103, 28.194577, -6.308257], [-9.634777, 27.418703, -6.987572], [-9.703582, 26.088630, -5.031390], [-10.473043, 28.232810, -3.437578], [-11.185480, 27.946699, -5.048086], [-9.960422, 29.094154, -4.967242], [-7.849777, 26.020941, -4.024646], [-7.399015, 27.634705, -4.166568], [-10.729230, 19.651290, -1.419894], [-11.136127, 19.184893, -0.134774], [-12.323932, 18.411727, -0.161721], [-12.089169, 16.916251, -0.435779], [-13.401193, 16.196204, -0.625930], [-11.341312, 16.328489, 0.697099], [-10.368144, 18.850933, -2.078185], [-9.864831, 20.287839, -1.258234], [-11.593340, 20.059189, -1.945627], [-12.788911, 18.551114, 0.817257], [-13.039320, 18.843710, -0.871591], [-11.522550, 16.778885, -1.360993], [-13.229813, 15.114639, -0.634052], [-13.905531, 16.386907, -1.575158], [-14.165484, 16.291631, 0.152426], [-10.721228, 17.082945, 0.992382], [-12.056833, 16.321727, 1.425670], [-12.560070, 21.499863, -11.436601], [-12.652555, 20.241048, -12.071615], [-11.514634, 19.454397, -11.714298], [-11.465645, 18.080017, -12.355931], [-12.483958, 17.111079, -11.729873], [-10.183246, 17.371450, -12.295943], [-11.706165, 22.068393, -11.814862], [-12.438816, 21.505334, -10.347175], [-13.484526, 22.044319, -11.622286], [-10.570417, 20.003762, -11.836628], [-11.577160, 19.366917, -10.618506], [-11.736042, 18.273180, -13.400027], [-13.498362, 17.517539, -11.721213], [-12.278006, 16.904761, -10.677810], [-12.490695, 16.209452, -12.339689], [-10.087823, 17.100581, -11.318584], [-9.461185, 18.080631, -12.428253], [-14.376973, 26.079725, -3.599924], [-14.299106, 25.153831, -4.657210], [-13.279059, 25.347636, -5.612292], [-13.697085, 25.135479, -7.078247], [-14.335017, 23.738586, -7.253859], [-12.506592, 25.173632, -7.920336], [-15.286427, 25.877988, -3.044624], [-14.363339, 27.122323, -3.942380], [-13.479910, 26.071922, -2.968853], [-12.883534, 26.368400, -5.585608], [-12.452677, 24.664215, -5.408849], [-14.433537, 25.908466, -7.293810], [-15.228183, 23.665131, -6.616223], [-13.723074, 22.913368, -6.897694], [-14.778618, 23.643324, -8.245110], [-12.758105, 25.304513, -8.889592], [-11.932765, 24.340829, -7.852629], [-6.783576, 17.205811, -4.543749], [-7.609528, 18.118808, -3.841956], [-6.929522, 19.333772, -3.514974], [-6.530057, 20.122820, -4.751802], [-6.010826, 21.554771, -4.545615], [-7.698933, 20.223087, -5.643004], [-5.831823, 17.111421, -3.997290], [-6.498959, 17.413198, -5.574560], [-7.178493, 16.207734, -4.357742], [-7.514902, 19.896927, -2.789106], [-6.005724, 18.996252, -3.022988], [-5.698806, 19.607209, -5.241148], [-6.146104, 22.149637, -5.447903], [-4.947540, 21.542389, -4.299479], [-6.497710, 22.110185, -3.738399], [-8.126211, 19.299727, -5.655482], [-8.358784, 20.789518, -5.109040], [-11.024450, 23.382283, -3.497769], [-11.026663, 22.007530, -3.845926], [-11.958175, 21.628480, -4.847971], [-11.383307, 21.190106, -6.171104], [-10.741277, 22.282240, -6.915121], [-10.036191, 21.901848, -8.131742], [-9.394734, 23.080289, -8.850588], [-10.163111, 23.672202, -9.893862], [-9.690962, 24.986007, -10.102136], [-10.715525, 23.982886, -4.360426], [-10.357787, 23.640950, -2.679495], [-12.045355, 23.711972, -3.283831], [-12.778058, 22.332923, -5.029715], [-12.479342, 20.802380, -4.353409], [-12.122645, 20.761631, -6.848703], [-10.584791, 20.475317, -5.913478], [-10.071110, 22.666002, -6.253477], [-10.690737, 21.324779, -8.791458], [-9.246933, 21.211446, -7.800435], [-8.577345, 22.619950, -9.419423], [-9.123927, 23.752391, -8.032211], [-8.936847, 25.147128, -10.871390], [-9.422718, 25.564829, -9.214788], [-10.526603, 25.605800, -10.445975], [-3.528218, 21.734524, -7.608989], [-4.804118, 21.689731, -8.177941], [-5.029765, 20.407021, -8.778951], [-6.485039, 20.359927, -9.260129], [-6.978705, 19.065839, -9.676092], [-7.339805, 18.125431, -8.593448], [-8.343406, 17.207142, -9.336056], [-9.636505, 17.778306, -9.403979], [-10.187507, 18.000831, -8.133906], [-3.385862, 22.678276, -7.092222], [-2.682484, 21.505952, -8.276932], [-3.328459, 20.887006, -6.931579], [-4.938856, 19.564399, -8.085987], [-4.291553, 20.335952, -9.578339], [-6.616875, 21.089976, -10.064136], [-7.106620, 20.795045, -8.465291], [-7.725177, 19.123920, -10.348372], [-7.782960, 18.685031, -7.763321], [-6.425244, 17.703084, -8.170564], [-8.413937, 16.309456, -8.703089], [-7.958510, 16.870074, -10.294534], [-9.881486, 18.941720, -7.674761], [-10.179985, 17.225216, -7.359727], [-11.269496, 18.073127, -8.286912], [-11.201077, 23.826628, 0.862547], [-10.808258, 24.946124, 1.633347], [-10.185204, 24.637710, 2.855206], [-9.968363, 25.874766, 3.698822], [-9.670021, 25.575276, 5.094345], [-9.373240, 26.777634, 5.882289], [-10.665694, 27.576381, 6.129733], [-11.735151, 26.740996, 6.481524], [-12.999407, 27.386182, 6.499225], [-11.416390, 24.168706, -0.146958], [-12.147263, 23.456350, 1.269598], [-10.440150, 23.044114, 0.885669], [-9.265547, 24.094388, 2.609348], [-10.854060, 23.982622, 3.433503], [-10.894319, 26.466476, 3.658049], [-9.243806, 26.548410, 3.235071], [-10.451723, 25.116028, 5.539938], [-8.617462, 27.433370, 5.453449], [-8.962786, 26.433757, 6.836495], [-10.751328, 28.086179, 5.160755], [-10.453585, 28.408033, 6.810162], [-13.208762, 27.760456, 7.507467], [-13.777253, 26.666670, 6.258963], [-12.995463, 28.278947, 5.871790], [-15.241412, 20.328740, -1.931106], [-16.519759, 21.128303, -1.948579], [-17.177941, 20.681524, -3.136748], [-15.395912, 19.260780, -1.775511], [-14.672428, 20.664444, -1.053494], [-14.540216, 20.408913, -2.761349], [-16.428526, 22.216027, -2.023283], [-17.083554, 20.922042, -1.032831], [-18.100842, 20.943405, -3.200949]],
  "forces_ev_per_a": [[-1.0, 0.5, 1.4], [1.3, -0.6, -0.8], [-0.5, 1.9, -0.7], [-0.6, -0.7, 1.3], [-0.1, -0.1, 0.4], [0.0, -0.2, -1.9], [-0.1, -0.2, 0.1], [0.1, 0.1, -0.6], [0.3, -0.6, -0.5], [-0.1, -0.9, 0.6], [-0.1, -0.2, 0.2], [0.5, 0.2, 0.1], [-0.1, -0.3, 0.0], [0.4, 0.3, -0.2], [-0.3, 0.3, -0.2], [0.8, 0.5, 0.6], [-0.4, -0.2, 0.1], [-0.3, 1.2, 0.2], [-0.7, -1.1, -0.9], [1.3, 0.9, 1.8], [0.4, -0.1, 0.0], [-0.4, -0.3, -1.8], [-1.3, -0.5, -0.2], [0.0, -0.2, -0.2], [-0.3, -0.4, 0.4], [0.3, 0.0, -0.2], [-0.6, 0.5, -0.4], [0.3, -0.4, -0.7], [-0.3, 0.0, 0.8], [0.3, 0.0, 0.1], [-0.2, -0.1, 0.3], [0.2, 0.3, 0.7], [0.9, 0.2, 0.2], [0.2, -0.2, -0.1], [0.0, -1.1, 0.1], [0.1, -0.1, -0.2], [-0.1, 0.2, -0.4], [-0.2, 0.5, 0.3], [-0.7, -1.3, -0.2], [-0.6, 0.6, -0.2], [0.0, -0.3, 0.2], [-0.4, 0.5, -0.1], [0.2, 0.7, 0.1], [0.1, -0.3, 0.1], [0.1, 0.0, -0.3], [0.2, 0.2, 0.1], [0.3, 0.0, -0.1], [0.2, 0.4, 0.0], [0.3, 0.6, 0.2], [0.3, -0.3, 0.1], [0.3, -0.3, 0.3], [-0.2, 0.5, -0.2], [0.6, -0.3, 0.0], [0.1, 0.3, 1.7], [-1.1, -0.4, -0.1], [-0.6, 0.6, -0.5], [0.1, 1.0, 0.3], [0.0, 0.1, -0.2], [0.0, -0.7, 0.1], [0.0, 0.0, -0.3], [0.0, 0.1, -0.6], [0.1, -0.4, 0.1], [0.0, -0.3, -0.1], [0.1, 0.1, -0.2], [0.4, -0.2, -0.1], [0.0, -0.2, 0.3], [0.1, -0.1, -0.2], [0.2, -0.3, -0.2], [0.9, 0.6, -0.3], [-0.5, -0.2, -0.4], [0.7, 0.5, -0.4], [0.0, -2.3, 0.6], [-1.9, 0.9, 1.0], [0.2, 1.4, 0.0], [0.1, 0.0, 0.1], [-0.5, 0.0, -0.3], [-0.1, -0.6, 0.3], [0.0, 0.1, 0.3], [0.1, 0.0, 0.0], [0.2, 0.1, -0.5], [0.1, 0.1, 0.1], [0.5, 0.1, -0.6], [0.7, -0.4, -0.3], [0.0, -0.1, 0.0], [-0.2, -0.2, 0.2], [0.9, -0.7, 1.8], [-0.2, 0.5, -0.6], [1.4, -0.8, 0.3], [-0.4, 0.9, -0.5], [0.3, -0.1, 0.7], [0.0, -0.1, 0.1], [0.2, 0.3, -0.1], [-0.6, 0.2, -0.2], [-0.5, 0.1, -0.7], [-0.3, 0.0, -0.2], [0.0, 0.4, 0.3], [-0.3, -0.3, -0.3], [0.1, -0.3, -0.2], [0.0, 0.0, 0.0], [-0.2, -0.2, 0.1], [-0.2, 0.0, -0.1], [-0.2, 0.1, -0.2], [-0.6, 0.5, -1.1], [0.8, 0.4, -0.1], [-1.5, -0.4, 0.5], [1.5, 0.2, -0.4], [-0.9, 1.0, 0.7], [-0.2, -0.7, 0.5], [0.2, -1.9, -0.4], [-0.1, 1.0, 1.2], [-1.4, 1.6, -0.5], [0.2, 0.1, 0.0], [0.0, -0.6, 0.2], [0.0, 0.0, 0.3], [0.4, 0.6, 0.3], [0.0, -0.4, -0.5], [-0.2, -0.3, 0.4], [-0.3, -0.6, -0.3], [0.1, 0.3, -0.3], [-0.1, 0.1, 0.0], [0.3, 0.0, -0.5], [0.7, 0.4, 0.7], [0.4, 0.5, -0.6], [0.4, -0.7, 0.1], [0.4, -0.7, 0.4], [-0.3, -0.3, -0.3], [0.9, -1.0, 0.4], [-0.1, -0.8, 0.1], [-0.8, 0.4, -0.3], [-0.4, 1.2, -0.3], [1.2, 0.0, 0.5], [-0.2, 1.3, -2.0], [0.8, -1.2, 3.0], [0.6, -0.3, 0.0], [-2.0, 0.6, 0.4], [0.0, 0.0, -0.1], [-0.3, 0.8, -0.8], [-0.7, 0.2, 0.6], [0.5, 0.2, 0.4], [-0.1, -0.5, -0.2], [0.2, -0.2, -0.3], [0.2, -0.2, 0.4], [-0.1, 0.3, 0.1], [-0.4, -0.2, 0.0], [-0.2, -0.7, -0.4], [-0.2, -0.2, -0.3], [-0.2, 0.5, -0.3], [0.3, 0.0, -0.1], [1.0, -0.5, -0.4], [0.0, 0.4, -0.3], [-0.4, 0.4, 0.7], [0.0, 0.9, -0.5], [-0.3, -0.8, 0.1], [-1.0, 0.8, -0.1], [1.5, 0.3, -0.6], [-1.0, -1.1, 1.2], [1.4, 0.8, -0.9], [0.1, 0.1, -0.3], [0.4, 0.4, 0.8], [0.3, 0.0, -0.1], [0.1, -0.4, 0.0], [0.0, -0.1, -0.2], [0.2, 0.0, 0.5], [0.2, -0.2, 0.0], [-0.2, -0.2, -0.3], [0.5, -0.3, 0.3], [-0.1, 0.0, -0.1], [-0.1, -0.1, -0.4], [0.0, 0.0, 0.0], [-1.1, 0.0, -0.1], [-0.3, -0.2, 0.6], [0.0, -0.1, 0.1], [0.1, 0.0, -0.3], [-0.2, -0.3, -0.4], [1.1, 0.3, 1.4], [-0.4, -0.4, -1.1], [-0.4, -0.3, -0.2], [-0.4, 0.0, -0.1], [0.1, -0.1, 0.0], [-0.5, 0.4, -0.4], [0.6, 0.0, 0.2], [-0.1, -0.2, -0.1], [0.1, 0.2, 0.3]],
  "mulliken_charge": [-0.743, -0.367, -0.372, 0.322, -0.777, -0.756, 0.278, 0.295, 0.268, 0.172, 0.419, 0.356, -0.420, 0.207, 0.524, 0.440, 0.263, -0.963, -0.106, -0.955, 1.436, -1.371, -0.680, 0.356, 0.242, 0.401, 0.463, 0.271, -0.659, 0.403, 0.252, 0.338, 0.300, 0.253, -0.325, -0.495, -0.268, 0.698, -1.670, -0.770, 0.229, 0.246, 0.154, 0.419, -0.190, 0.187, 0.447, 0.383, 0.349, 0.326, 0.316, -0.309, -0.499, 0.679, 0.164, -1.457, -0.774, 0.059, 0.073, 0.421, -0.221, -0.233, 0.458, 0.374, 0.266, 0.379, 0.370, 0.320, -0.800, -0.282, 0.379, 0.068, -1.249, -0.438, 0.269, 0.327, 0.298, 0.069, -0.429, 0.531, 0.391, 0.040, 0.416, 0.263, -0.036, -0.731, -0.296, -1.045, 0.584, -1.776, 0.035, 0.377, 0.179, 0.283, 0.295, 0.441, 0.429, 0.366, 0.430, 0.368, 0.196, -0.086, -0.272, -0.103, -0.615, -0.446, 0.666, 1.025, -0.252, 0.213, -0.233, -0.469, 0.378, 0.353, 0.004, 0.257, 0.561, -0.100, 0.088, -0.294, -1.032, 0.344, -0.070, -0.085, -0.122, 0.316, -0.885, -0.187, -0.867, 0.372, -0.345, 0.709, -1.468, -0.030, -1.006, 0.278, 0.335, 0.302, 0.356, 0.428, 0.158, -0.532, 0.239, -0.389, 0.356, 0.503, 0.473, 0.268, 0.388, 0.338, -0.620, -0.350, -0.545, -0.332, -0.381, -0.782, -0.436, -0.336, -0.743, 0.153, 0.331, 0.314, 0.326, 0.259, 0.216, 0.301, 0.328, 0.351, 0.340, 0.330, 0.446, 0.270, 0.244, 0.331, -0.681, -0.302, -0.539, 0.293, 0.340, 0.072, 0.248, 0.302, 0.286],
  "homo_energy_ev": -8.5817,
  "total_charge": 0,
  "lumo_energy_ev": 0.51,
  "homo_lumo_gap_ha": 0.3343,
  "smiles": "COC[C@H](C)N.COC[C@H](C)N.COC[C@H](C)N.COC[C@H](C)N.COC[C@H](C)N.COC[C@H](C)N.COCCNCCOC.COCCNCCOC.COCCNCCOC.CCO"
}

---

Relative energy (zero: lowest compared OMol25 entry of this formula, charge and spin) readings, ordered: 79.7, 69.6 kcal/mol